1.
Molecular formula: C5H10NO2
Method: DFT, wB97M-V/def2-TZVPD

Positions of all 18 atoms, in Å:
O 0.8893 -3.3417 -1.5763
C 0.2633 -2.4195 -1.1091
N 0.8915 -1.2078 -0.8534
C 0.0010 -0.1599 -0.2400
C 0.7909 1.1609 0.0767
C -0.4161 2.5161 0.4157
O 0.1087 3.7071 0.3682
C -0.7143 -0.6675 0.9681
H -0.9080 -2.5878 -0.8046
H 1.8411 -1.2990 -0.9937
H -0.7598 -0.1091 -1.0638
H 1.3915 1.5023 -0.7354
H 1.4393 1.0077 0.9220
H -1.0438 2.1387 -0.3579
H -0.8614 2.1142 1.3546
H -1.6316 -1.1650 0.5819
H -0.2739 -1.4612 1.5159
H -1.0076 0.2714 1.5312

Values from the calculation:
Total charge: -1
Structure (SMILES): C[C@@H](CC[O-])NC=O
Energy above the lowest of the compared OMol25 structures with the same formula, charge and spin: 82.89 kcal/mol
Maximum force: 5.48 eV Å⁻¹
Spin multiplicity: 1

---

2.
Molecular formula: C5H10NO2
Method: DFT, wB97M-V/def2-TZVPD

Positions of all 18 atoms, in Å:
C 0.0521 -1.7256 -0.3746
C -0.1065 -1.5087 -1.7139
C -0.7722 -1.0382 0.7142
C -0.1202 0.2900 0.7591
C 1.3174 1.8417 1.7493
N -0.6776 -0.4752 -2.4520
O -0.6899 1.1813 0.0342
O 0.8981 0.4805 1.6318
H 0.7027 -2.5164 -0.1158
H 0.1987 -2.1937 -2.4544
H -1.8944 -0.9595 0.4380
H -0.7750 -1.5845 1.6869
H 1.3232 2.4762 0.8946
H 2.3350 1.9032 2.1793
H 0.7311 2.4246 2.4986
H -0.6643 -0.5888 -3.4415
H -1.5277 -0.1180 -2.1891
H -0.3304 2.1110 0.1554

Values from the calculation:
Total charge: +1
Energy above the lowest of the compared OMol25 structures with the same formula, charge and spin: 59.81 kcal/mol
Maximum force: 3.61 eV Å⁻¹
Spin multiplicity: 1

---

3.
Molecular formula: C5H10NO2PS2
Method: DFT, wB97M-V/def2-TZVPD

Positions of all 21 atoms, in Å:
C 0.0516 0.6977 0.0004
C -1.2830 0.3105 0.0743
C 1.0782 -0.3034 0.0269
C -2.3504 1.3700 0.2032
C -1.7194 -1.1335 0.2524
N 1.0558 -1.4996 -0.0323
O 4.4075 -0.2026 -1.7497
O 2.5007 0.4261 -0.1876
P 3.9121 -0.0799 -0.2037
S 4.5458 -1.7274 0.6575
S 4.9289 1.7105 0.4989
H 0.3749 1.7511 -0.0883
H -3.0917 1.3526 -0.5798
H -3.0764 1.0043 0.9644
H -1.8689 2.3677 0.1435
H -0.9426 -1.8809 0.0111
H -2.6648 -1.2764 -0.2433
H -1.9261 -1.3718 1.3046
H 1.9234 -2.0202 -0.2073
H 5.3233 -0.3428 -1.9835
H 4.1193 1.3457 1.5776

Values from the calculation:
Total charge: 0
Structure (SMILES): [H]/N=C(/C=C(C)C)O[P@](O)(=S)S
Energy above the lowest of the compared OMol25 structures with the same formula, charge and spin: 11.70 kcal/mol
Maximum force: 5.24 eV Å⁻¹
Spin multiplicity: 1

---

4.
Molecular formula: C5H10NO3
Method: DFT, wB97M-V/def2-TZVPD

Positions of all 19 atoms, in Å:
C -1.6973 0.0514 -0.0475
C -1.3470 -1.4052 0.0468
C 0.1573 -1.5610 -0.2317
C 0.9280 -0.3833 0.2765
C 2.6780 1.1504 -0.0454
N -0.7040 0.8326 0.0617
O -2.9389 0.5002 -0.1880
O -0.6998 2.1815 0.0713
O 1.8313 0.0936 -0.4824
H -1.5973 -1.7501 1.0543
H -1.9284 -1.9986 -0.6609
H 0.5315 -2.4680 0.2492
H 0.3377 -1.6403 -1.3050
H 0.9667 -0.1919 1.3512
H 2.5554 1.3555 1.0191
H 2.4257 2.0393 -0.6264
H 3.7061 0.8643 -0.2660
H -3.5990 -0.2011 -0.2695
H -1.6058 2.5306 -0.0074

Values from the calculation:
Total charge: +1
Energy above the lowest of the compared OMol25 structures with the same formula, charge and spin: 65.22 kcal/mol
Maximum force: 1.58 eV Å⁻¹
Spin multiplicity: 1